Entry 1:
Formula: C6H16NO2PS2
Source: the OMol25 dataset
Level of theory: the ωB97M-V functional and the def2-TZVPD basis

Calculated values
Structure (SMILES)   COP(=S)(OC)SNC(C)(C)C
Highest occupied orbital energy   -8.8 eV
Orbital gap   0.3291 hartree
Calculated total energy   -43025.39303 eV

Structure (XYZ):
```
28
Properties=species:S:1:pos:R:3:forces:R:3:mulliken_charge:R:1
C 1.2323 2.3096 -0.0802 -0.077 2.171 -1.337 -0.495
O 1.5892 1.3965 0.8808 0.798 -1.535 1.552 -0.299
P 2.0908 -0.0867 0.5614 0.743 1.313 0.129 0.869
S 3.2166 -0.0871 -1.0634 -0.920 -0.695 1.184 -0.372
O 2.8084 -0.2798 2.0058 -0.031 -1.361 -1.295 -0.355
C 3.8379 -1.3264 2.0083 -1.974 -1.405 1.371 -0.711
S 0.4132 -1.4528 0.7155 -1.426 2.113 -0.250 -0.113
N -0.9856 -0.1402 0.6656 1.310 -1.694 1.837 -0.457
C -1.8885 -0.2384 -0.4649 1.916 -0.339 -2.125 1.366
C -2.7675 0.9771 -0.4053 1.375 0.782 0.835 -1.610
C -1.0222 -0.1171 -1.7328 2.826 0.560 0.382 -1.210
C -2.6582 -1.4932 -0.5560 -3.263 -0.705 -0.409 -1.641
H 1.7107 3.3941 0.0752 -1.112 -2.570 -0.075 0.216
H 0.1570 2.2652 -0.0537 -0.607 1.061 -0.034 0.052
H 1.4840 1.9240 -1.0691 0.434 0.388 -0.114 0.307
H 4.7049 -0.7623 2.1711 1.670 0.046 -0.182 0.279
H 3.7783 -2.0049 1.1582 0.473 0.716 -0.569 0.371
H 3.6687 -2.0860 2.8305 -0.034 1.396 -0.272 0.231
H -1.5735 -0.4080 1.4917 1.029 0.326 -0.563 0.357
H -2.0912 1.8672 -0.5008 -0.868 -0.593 0.062 0.308
H -3.4810 0.9457 -1.2119 -0.529 0.189 0.097 0.431
H -3.1428 0.9549 0.6159 -0.903 0.515 -0.148 0.416
H -0.2640 -0.9609 -1.9261 -0.740 1.343 1.059 0.310
H -0.5281 0.9171 -1.7056 -0.102 -1.654 0.127 0.164
H -1.4420 -0.1044 -2.6887 -1.955 0.037 -1.237 0.494
H -3.4737 -1.2050 -1.3356 1.507 -1.515 0.685 0.329
H -2.0770 -2.4097 -0.6904 0.051 0.336 -0.852 0.384
H -3.2969 -1.7886 0.3044 0.411 0.774 0.143 0.380
```
Forces are in eV/Å.

***

Entry 2:
Formula: C27H19N7OW
Source: the OMol25 dataset
Level of theory: the ωB97M-V functional and the def2-TZVPD basis

Calculated values
2S+1   3
Highest occupied orbital energy (alpha / beta)   -14.2 / -14.3 eV
Charge   +2
Orbital gap (alpha / beta)   0.2540 / 0.2570 hartree
Calculated total energy   -42597.56460 eV
Expectation value of S²   2.017

Structure (XYZ):
```
55
Properties=species:S:1:pos:R:3:forces:R:3:mulliken_spin:R:1
W 0.0157 0.1659 -0.5518 0.730 -0.993 0.274 1.981
C -1.2421 0.3902 -4.5527 1.373 0.292 -2.434 0.007
C -2.6076 0.5583 -4.5088 -2.372 -0.180 1.264 0.003
C -3.2915 0.5312 -3.2951 3.257 0.302 0.134 -0.002
C -2.5204 0.4657 -2.1106 -2.705 -0.436 -0.233 -0.010
N -1.2094 0.3114 -2.2042 0.949 0.180 0.271 -0.010
C -0.5520 0.2915 -3.3982 0.559 -0.731 0.440 -0.041
N -3.2922 0.4029 -0.9142 1.384 -0.810 -0.146 -0.001
C -2.8570 -0.2924 0.0840 -1.121 -0.145 0.672 -0.039
N -1.5587 -0.8153 0.2701 0.406 0.829 -0.358 -0.026
C -1.5614 -1.7025 1.3322 0.197 -1.286 1.253 0.022
N -0.5821 -2.4427 1.8004 -0.477 2.328 -1.045 -0.012
C 0.6717 -2.2794 1.2258 -2.048 -1.606 0.607 0.013
C 1.6357 -3.0119 1.9184 2.405 0.974 -2.025 0.001
C 2.8952 -3.1068 1.3475 -0.470 0.694 -0.793 0.009
C 3.1823 -2.5017 0.0552 -1.949 0.117 1.461 -0.004
C 2.1494 -1.7886 -0.5216 -0.294 -0.951 1.712 0.026
N 0.8625 -1.6583 0.0510 2.467 0.325 -0.450 0.042
C -2.8829 -1.7292 1.9529 -0.235 1.015 -1.201 -0.012
C -3.3430 -2.5359 2.9807 -1.094 0.771 -1.368 0.002
C -4.7172 -2.5053 3.1519 -1.251 0.221 0.368 -0.001
C -5.5015 -1.4547 2.5787 1.307 -0.936 -0.181 0.004
C -5.0112 -0.6088 1.5944 0.085 1.262 -0.900 0.000
C -3.6910 -0.8199 1.2210 0.820 -0.362 0.280 0.019
H -0.7008 0.3686 -5.5402 -0.639 -0.030 1.262 0.001
H -3.2987 0.6536 -5.3299 0.596 -0.039 -0.764 0.000
H -4.3222 0.5487 -3.2251 -1.864 0.241 0.111 0.000
H 0.5380 0.0966 -3.3146 -1.069 0.372 -0.470 0.020
H 1.4298 -3.3439 2.8952 -0.415 -0.651 0.786 0.000
H 3.6585 -3.6193 1.8947 0.465 -0.239 0.034 0.000
H 4.1646 -2.5273 -0.3779 0.095 -0.135 -0.210 0.000
H 2.2569 -1.2832 -1.4348 0.287 0.608 -1.165 -0.006
H -2.6876 -3.1641 3.5041 0.650 -0.998 0.546 0.000
H -5.2463 -3.3152 3.7116 0.619 1.118 -0.095 0.000
H -6.4949 -1.3353 2.8952 -1.243 -0.074 0.304 0.000
H -5.5745 0.2378 1.0873 0.433 -1.414 0.897 0.000
O 1.0914 1.4027 -1.6371 -0.053 0.155 1.743 -0.032
C 2.1734 2.1958 -1.3716 -0.187 -0.402 -1.961 0.009
C 2.6035 2.9905 -2.4417 0.478 -0.415 2.010 -0.004
C 3.7058 3.7914 -2.2954 -0.332 0.140 0.956 0.008
C 4.4925 3.7399 -1.0898 -1.089 -0.573 -0.194 -0.009
C 4.0431 2.9600 -0.0180 0.672 0.264 -0.485 0.011
C 2.8620 2.1958 -0.1975 0.220 0.117 3.218 -0.018
C 2.2467 1.6232 1.0332 0.652 0.405 -1.756 0.013
N 1.0708 0.9929 1.0555 0.645 -0.032 0.965 -0.002
C 0.8692 0.5818 2.3979 -0.335 -0.026 -1.122 0.034
C 1.9460 0.9587 3.1324 -0.703 0.016 0.647 -0.005
N 2.7780 1.6581 2.2588 -0.733 -0.770 0.448 0.010
H 1.9827 2.9913 -3.2823 -0.645 0.200 -1.315 -0.001
H 3.7176 4.5347 -3.0803 1.311 0.139 0.044 0.000
H 5.4004 4.2985 -0.9874 0.190 0.357 -0.052 0.000
H 4.6097 2.9231 0.9749 -0.797 0.207 -1.765 0.001
H -0.0662 0.0371 2.5258 0.602 0.216 0.933 -0.004
H 2.1353 0.8267 4.2174 -0.011 0.250 -1.137 -0.001
H 3.6236 2.1172 2.5326 0.275 0.118 -0.014 0.000
```
Forces are in eV/Å.

***

Entry 3:
Formula: C37H82NO7P2
Source: the OMol25 dataset
Level of theory: the ωB97M-V functional and the def2-TZVPD basis

Calculated values
Highest occupied orbital energy   -5.4 eV
Charge   +1
Orbital gap   0.0875 hartree
Calculated total energy   -74089.56336 eV

Structure (XYZ):
```
129
Properties=species:S:1:pos:R:3:forces:R:3:mulliken_charge:R:1
C 1.5952 4.2541 0.5738 -0.876 -0.678 -0.722 -0.416
C 0.9701 5.5414 0.1212 1.264 0.198 0.745 0.438
O 0.8967 6.5344 0.7656 -0.408 -0.174 -0.610 -0.433
N 0.5020 5.5261 -1.3140 -0.122 1.575 -0.136 -0.024
H 1.1720 5.1837 -1.9979 0.546 -0.256 0.452 0.446
H -0.2487 4.8344 -1.3468 -1.589 -0.364 0.128 0.105
C 0.1289 6.9481 -1.8635 0.417 -1.827 0.501 -0.783
H 2.0035 4.2457 1.5802 0.066 0.528 -0.130 0.319
H 2.3125 3.9209 -0.1780 0.233 0.052 0.150 0.404
H 0.7854 3.5175 0.5291 -0.112 -0.103 -0.008 -0.104
H 1.0494 7.5102 -1.7290 -0.230 0.264 -0.078 0.393
H -0.7133 7.3338 -1.2985 -0.031 -0.089 -0.219 0.263
H -0.0665 6.7129 -2.9066 -0.370 0.574 0.017 0.397
C -4.1014 4.9951 2.7727 -1.305 -1.728 0.058 -1.039
C -4.1148 3.8956 3.9113 0.768 2.826 0.182 -0.971
C -3.7349 2.4741 3.5847 -1.498 -0.754 0.010 -0.193
C -2.4767 2.3766 2.7819 1.614 -1.211 0.207 0.422
P -1.8326 0.5939 2.5997 -2.078 2.928 -0.811 0.712
C -0.1655 0.6894 1.9302 0.586 -0.984 0.592 0.023
C 0.9178 1.1174 2.9644 -0.577 0.878 -0.367 -1.202
C 2.3409 0.9622 2.4705 0.562 -0.283 1.028 0.017
C 3.4260 1.4566 3.4709 -0.300 0.316 -0.245 -1.490
C -1.9407 -0.2204 4.2342 0.340 -0.045 -1.330 -1.110
C -1.1616 -1.5296 4.3476 0.293 -0.205 0.378 -0.713
C -1.4231 -2.3146 5.6533 -0.445 -0.906 -0.638 -0.864
C -2.5913 -3.3823 5.5878 1.700 1.366 -0.371 -1.095
C -2.8390 -0.1700 1.2779 1.016 -0.965 1.017 -0.075
C -4.1831 -0.8431 1.6341 0.028 -1.213 -1.289 -0.992
C -5.4531 -0.1468 1.1322 0.634 0.910 0.194 -0.129
C -5.4913 -0.0420 -0.4140 0.535 0.205 0.622 -1.154
H -3.1328 5.2122 2.3273 -0.025 0.006 0.079 0.223
H -4.5907 5.8800 3.1756 0.439 0.174 0.062 0.446
H -4.8026 4.6346 2.0172 0.294 0.214 -0.458 0.223
H -5.0750 4.0532 4.4017 -0.140 -0.780 -0.037 0.466
H -3.4182 4.3904 4.5967 0.280 -0.772 0.519 0.309
H -4.5997 1.9815 3.1289 0.122 0.241 -0.751 -0.062
H -3.6581 1.8081 4.4494 0.296 0.638 0.589 0.340
H -1.7014 2.8990 3.3526 0.199 0.012 0.015 0.822
H -2.4678 2.8400 1.7931 -0.281 -0.285 -0.132 -0.955
H -0.1915 1.2278 0.9798 -0.127 0.587 0.241 0.086
H -0.0044 -0.3425 1.5953 0.370 -0.206 0.167 0.219
H 0.7947 0.5844 3.9079 -0.039 -0.163 -0.070 0.490
H 0.7650 2.1721 3.2085 -0.168 0.068 0.044 0.459
H 2.5172 1.5964 1.6007 -0.221 -0.473 -0.434 0.075
H 2.4514 -0.1053 2.2645 0.414 0.041 -0.434 0.244
H 3.3213 2.5431 3.4941 0.330 0.085 0.044 0.335
H 4.4259 1.1985 3.1225 -0.036 0.154 -0.229 0.310
H 3.4180 1.1566 4.5195 -0.615 -0.464 -0.118 0.369
H -3.0053 -0.3451 4.4341 -0.003 -0.022 0.067 0.680
H -1.5538 0.5670 4.8841 -0.005 -0.222 0.371 0.676
H -0.0820 -1.3645 4.2963 0.007 0.699 0.367 0.183
H -1.2016 -2.2294 3.5065 -1.031 0.119 -0.222 0.500
H -1.5901 -1.6704 6.5154 0.489 0.153 -0.034 0.381
H -0.4690 -2.8431 5.6634 -0.152 -0.304 1.219 0.354
H -2.2091 -4.0655 4.8299 -0.807 -0.328 -0.116 0.294
H -3.5120 -2.8668 5.3186 -0.151 -0.366 -0.181 0.276
H -2.7170 -3.9077 6.5315 0.037 0.076 -0.012 0.367
H -2.1287 -0.9729 1.0445 -0.142 -0.341 -0.258 0.191
H -2.8178 0.4256 0.3641 -0.275 0.529 0.307 0.285
H -4.2476 -1.2620 2.6399 0.061 0.695 0.338 0.336
H -4.0975 -1.7752 1.0653 -0.282 -0.132 -0.119 0.531
H -5.4290 0.8326 1.6164 -0.293 0.300 -0.416 -0.115
H -6.3416 -0.6186 1.5508 0.043 -0.304 -0.234 0.425
H -5.4234 -1.0477 -0.8303 -0.495 0.010 -0.188 0.332
H -4.6368 0.4970 -0.8306 0.235 0.050 0.347 0.193
H -6.3203 0.5527 -0.7933 -0.354 -0.477 0.132 0.429
C -1.1262 -0.2496 -2.2170 0.684 0.174 -0.162 -1.194
C -0.1901 -1.4188 -1.8295 0.170 0.798 -0.488 -0.156
C 1.2694 -0.9125 -1.5051 -0.926 0.138 -0.270 -0.269
C 2.1327 -1.9507 -0.7969 0.107 -0.434 1.352 -1.058
P 3.1483 -3.2469 -1.6648 -1.578 1.125 -0.717 1.080
C 3.0295 -2.7263 -3.4293 1.577 -2.302 0.346 -1.199
C 3.7801 -3.7107 -4.4060 -0.024 0.475 -0.385 -0.666
C 3.3929 -3.3857 -5.8493 -0.125 0.057 -1.517 -0.752
C 3.7572 -2.0042 -6.4188 0.701 0.677 0.863 -1.204
C 2.3641 -4.8978 -1.4711 1.459 -1.144 -0.513 -1.423
C 1.1499 -5.2598 -2.3265 -0.529 -0.016 0.212 -0.091
C 0.6320 -6.7200 -2.0685 0.278 0.372 0.142 -0.437
C -0.3714 -7.2874 -3.0543 -1.408 1.621 -0.520 -1.408
C 4.8461 -3.2877 -1.0272 0.076 -0.687 0.142 -1.290
C 5.9203 -2.3503 -1.6102 -0.701 0.616 -0.412 -0.531
C 6.0187 -0.9659 -0.9681 -0.276 1.273 0.161 -0.668
C 6.0189 -0.8874 0.5744 0.825 -0.213 -0.858 -1.142
H -0.9300 0.5428 -1.4916 -0.386 0.267 -0.089 0.003
H -2.1942 -0.4642 -2.2421 0.079 -0.374 0.360 0.382
H -0.9355 0.1641 -3.2082 0.348 -0.023 0.023 0.395
H -0.1882 -2.1899 -2.6021 0.070 -0.071 -0.028 0.370
H -0.6582 -1.8535 -0.9431 0.452 -0.257 0.234 0.320
H 1.1311 -0.0677 -0.8260 0.072 -0.135 0.334 -0.084
H 1.7922 -0.4239 -2.3291 -0.264 -0.356 -0.433 0.479
H 1.4367 -2.3976 -0.0791 0.054 -0.809 -0.237 0.753
H 2.8049 -1.5057 -0.0566 0.413 0.411 -0.441 0.160
H 3.4782 -1.7387 -3.5098 -0.668 0.242 -0.098 0.782
H 1.9707 -2.8755 -3.6415 -0.117 0.867 -0.136 0.458
H 3.5605 -4.7545 -4.1754 -0.367 0.015 -0.035 0.323
H 4.8717 -3.6856 -4.3781 0.049 0.492 0.523 0.478
H 2.3515 -3.6268 -6.0733 -0.203 0.185 0.421 0.361
H 3.9274 -3.9922 -6.5844 0.059 -0.774 0.570 0.436
H 4.8330 -1.9653 -6.6055 0.046 -0.190 -0.179 0.328
H 3.6325 -1.1500 -5.7479 -0.539 -0.062 0.110 0.264
H 3.2681 -1.7573 -7.3589 -0.165 -0.257 0.078 0.381
H 2.2468 -5.1718 -0.4208 -0.252 0.448 0.142 0.607
H 3.1284 -5.6113 -1.8007 0.434 0.162 0.102 0.663
H 1.3986 -5.2246 -3.3882 0.037 0.413 -0.020 0.081
H 0.4573 -4.4559 -2.0647 -0.850 -0.461 -0.538 0.159
H 0.1499 -6.7447 -1.0905 0.377 -0.176 0.220 0.342
H 1.4880 -7.3969 -2.1101 0.228 0.146 0.508 0.345
H -0.8200 -8.2398 -2.7794 0.665 -0.260 -0.032 0.382
H -0.0801 -7.2287 -4.1036 0.474 -0.546 0.089 0.355
H -1.2493 -6.6313 -3.0635 -0.100 0.132 0.145 0.337
H 5.1348 -4.3183 -1.2477 0.091 -0.086 0.135 0.496
H 4.7352 -3.2212 0.0568 0.183 -0.061 0.065 0.766
H 5.6135 -2.2012 -2.6480 0.374 0.094 -0.161 0.109
H 6.9004 -2.8217 -1.6687 -0.147 -0.306 0.370 0.497
H 5.2419 -0.3091 -1.3740 -0.535 -0.261 0.176 0.214
H 6.8810 -0.4189 -1.3548 0.392 -0.468 0.062 0.584
H 5.1280 -1.3768 0.9644 0.203 0.046 0.444 0.222
H 6.1252 0.1215 0.9727 -0.541 0.190 -0.343 0.386
H 6.9577 -1.3297 0.9142 -0.334 -0.624 0.300 0.343
O -4.3629 6.2902 -2.9591 1.190 -0.063 0.771 -0.382
C -5.5030 6.8647 -3.3402 -6.876 1.657 -3.146 0.618
O -5.9806 6.7296 -4.5132 2.943 -1.214 -0.095 -0.756
O -6.2946 7.4887 -2.5622 2.576 -0.276 2.365 -0.728
H -4.2864 6.5998 -2.0457 0.277 -0.250 0.089 0.261
O -3.7401 3.3969 -0.2954 -0.946 -0.024 0.063 -0.267
C -2.5852 3.9869 -0.5919 1.937 1.698 -1.685 0.582
O -2.6211 5.1806 -0.9595 0.089 -0.092 0.652 -0.712
O -1.5333 3.3001 -0.5952 1.220 -1.168 0.856 -0.818
H -4.2863 4.1343 -0.6275 -0.988 -0.397 0.319 0.269
```
Forces are in eV/Å.